169
Properties=species:S:1:pos:R:3:forces:R:3:mulliken_charge:R:1 method="wB97M-V/def2-TZVPD" energy_ha=-3114.6773 molar_mass_g_mol=936.2 orbital_gap_ev=4.62 total_charge=+2
C -43.191 14.416 17.507 -0.899 -0.030 0.299 -1.321
C -42.586 15.070 18.740 2.146 -0.979 -0.965 -0.286
N -41.552 14.108 19.487 -1.391 0.627 1.365 0.251
C -42.436 13.172 20.398 1.240 -0.835 -1.144 -0.967
C -40.733 13.221 18.503 -0.095 -0.202 -0.517 0.001
C -39.756 13.949 17.547 -0.594 1.033 1.697 -1.186
C -40.666 15.040 20.400 0.209 -0.630 -1.004 -0.948
C -39.574 14.379 21.231 -0.782 -0.185 -0.357 -0.878
O -38.646 13.678 20.390 0.351 0.480 1.892 0.142
C -37.616 13.026 21.177 0.066 -0.668 0.150 -0.652
H -43.780 13.577 17.878 -0.316 -0.015 -0.472 0.363
H -42.626 14.077 16.639 0.751 0.081 0.573 0.283
H -43.841 15.171 17.064 -0.425 -0.083 0.234 0.465
H -43.393 15.357 19.415 0.429 -0.057 0.221 0.432
H -41.962 15.912 18.441 -0.246 0.234 0.228 0.390
H -43.017 12.515 19.752 -0.075 0.305 -0.245 0.501
H -43.096 13.655 21.119 0.447 0.603 -0.272 0.341
H -41.772 12.446 20.866 0.144 0.260 0.224 0.218
H -41.445 12.674 17.885 -0.229 -0.033 0.481 0.862
H -40.187 12.485 19.092 -0.268 0.210 0.137 -0.419
H -39.074 13.257 17.053 -0.451 -0.099 -0.056 0.372
H -39.162 14.592 18.195 0.449 -0.003 -0.198 0.203
H -40.274 14.631 16.872 -0.004 -0.353 -0.371 0.351
H -41.283 15.621 21.086 -0.479 -0.314 -0.193 0.526
H -40.219 15.764 19.717 0.013 -0.095 -0.094 0.375
H -40.041 13.808 22.033 -0.056 -1.211 -0.364 0.489
H -39.199 15.162 21.890 0.978 0.554 -0.580 0.467
H -37.251 12.128 20.679 -0.437 0.053 -0.303 -0.194
H -37.980 12.688 22.147 -0.410 0.060 -0.104 0.323
H -36.705 13.578 21.407 -0.208 0.854 -0.306 0.392
C -34.556 12.382 14.350 1.318 2.299 0.279 -0.888
C -33.681 13.648 14.794 -1.355 -1.116 -0.039 -0.462
N -34.399 15.011 14.612 0.873 0.288 0.009 0.603
C -33.470 16.040 15.298 -1.479 0.765 0.311 -0.739
C -34.522 15.452 13.133 0.211 0.029 -1.018 -0.417
C -33.215 15.685 12.371 0.975 -0.207 -0.171 -1.287
C -35.844 15.036 15.237 1.239 0.498 0.759 -1.246
C -35.867 14.828 16.749 -0.078 -0.527 -0.409 0.077
O -35.364 13.576 17.105 0.509 -0.741 0.374 0.538
C -36.118 13.002 18.173 -0.300 -1.067 -0.214 -0.977
H -33.917 11.540 14.617 -0.341 -0.211 -0.287 0.458
H -34.669 12.509 13.273 -0.093 -0.645 -0.039 0.400
H -35.532 12.333 14.833 0.332 -0.047 0.080 -0.012
H -32.732 13.625 14.258 -0.281 0.492 -0.469 0.536
H -33.379 13.599 15.841 -0.524 0.004 0.006 0.156
H -32.546 16.236 14.754 -0.338 -0.490 -0.033 0.336
H -33.267 15.868 16.356 0.028 -0.967 -0.244 0.060
H -34.051 16.959 15.368 0.073 0.238 -0.512 0.432
H -35.129 16.354 13.049 -0.017 0.042 0.695 0.426
H -35.079 14.700 12.575 -0.083 -0.276 0.450 0.395
H -32.656 14.763 12.213 0.195 -0.069 0.526 0.346
H -32.556 16.475 12.732 -0.040 -0.256 0.646 0.322
H -33.263 16.027 11.337 -1.318 -0.038 -0.099 0.437
H -36.541 14.322 14.798 0.673 -0.143 -0.499 0.332
H -36.247 16.035 15.075 0.225 0.060 -0.338 0.499
H -36.933 14.818 16.976 -0.174 0.603 0.242 -0.128
H -35.323 15.572 17.330 -0.284 0.505 -0.138 0.381
H -36.342 13.720 18.962 -0.090 0.006 -0.116 0.710
H -35.653 12.115 18.602 0.862 0.485 0.028 -0.477
H -37.002 12.530 17.745 -0.669 0.588 0.046 0.094
C -34.254 5.697 18.445 -0.213 0.718 -0.549 -1.328
C -35.367 6.154 17.489 0.727 0.708 -0.610 -0.362
N -35.766 7.679 17.491 -1.074 1.011 0.856 0.969
C -34.800 8.655 18.159 0.328 -1.449 1.139 -1.038
C -35.857 8.156 16.015 -0.036 -1.831 1.269 -0.788
C -36.436 9.507 15.779 -0.033 1.679 -0.300 -0.736
C -37.178 7.808 18.135 0.250 1.112 0.448 -0.799
C -37.391 7.406 19.600 -0.014 -2.335 -0.151 0.350
O -37.089 6.012 19.724 0.940 0.037 -0.769 -0.405
C -37.399 5.381 20.947 -0.228 0.540 0.190 -0.138
H -34.319 4.616 18.563 -0.099 0.141 0.181 0.376
H -34.260 6.197 19.413 -0.195 -0.313 0.073 0.154
H -33.305 5.912 17.953 0.185 -0.066 0.219 0.427
H -36.280 5.565 17.574 0.023 0.455 0.199 0.417
H -34.994 6.070 16.468 0.026 -0.468 0.030 0.583
H -34.804 9.703 17.861 -0.416 -0.407 -0.805 -0.291
H -33.819 8.192 18.060 0.106 0.401 -0.092 0.452
H -35.000 8.728 19.228 -0.108 -0.433 0.025 0.402
H -36.381 7.333 15.528 -0.280 0.307 -0.177 0.586
H -34.814 8.069 15.710 -0.024 0.284 -0.316 0.475
H -36.706 9.638 14.731 0.165 -0.293 -0.146 0.576
H -35.711 10.293 15.991 0.326 -0.074 -0.089 -0.231
H -37.313 9.880 16.308 -0.278 -0.971 0.313 0.320
H -37.869 7.331 17.439 -0.051 0.079 0.263 0.298
H -37.348 8.883 18.190 -0.383 -0.064 -0.548 0.158
H -38.440 7.450 19.893 -0.200 0.817 -0.699 0.782
H -36.845 8.023 20.313 0.423 0.063 0.011 -0.718
H -38.426 5.017 20.954 -0.198 0.007 -0.084 0.282
H -37.296 6.125 21.736 0.158 -0.238 0.401 -0.258
H -36.729 4.536 21.107 0.110 0.247 -0.016 0.366
C -30.611 11.598 22.465 -1.104 -0.026 -1.077 -1.335
C -31.008 11.599 20.946 -0.022 -0.047 1.489 0.428
N -30.864 12.994 20.274 1.209 -1.444 -0.141 0.583
C -29.445 13.497 20.698 -1.428 0.689 -1.648 -1.110
C -30.848 12.758 18.732 -0.975 0.657 1.152 -1.165
C -32.086 11.975 18.259 0.154 -0.069 -1.121 -0.722
C -32.041 13.955 20.705 1.033 -0.536 -1.150 0.473
C -32.154 15.337 19.954 1.320 -0.248 1.724 -0.758
O -30.919 16.056 20.011 -0.737 -0.418 -1.950 -0.376
C -30.615 16.802 21.156 0.076 -0.087 0.417 -0.665
H -30.920 10.618 22.829 0.063 -0.014 0.082 0.268
H -31.240 12.327 22.975 0.170 0.010 0.270 0.357
H -29.557 11.742 22.703 -0.117 0.048 -0.275 0.403
H -32.015 11.203 20.819 -0.252 0.650 0.243 -0.573
H -30.429 10.815 20.457 0.622 0.674 -0.565 0.470
H -29.449 13.941 21.693 -0.089 -0.435 -0.094 0.323
H -29.271 14.282 19.962 0.383 0.122 0.287 0.514
H -28.725 12.695 20.537 -0.245 -0.013 0.350 0.342
H -29.886 12.369 18.399 -0.111 -0.368 0.467 0.483
H -30.876 13.796 18.401 -0.114 -0.131 -0.574 0.483
H -32.031 11.819 17.182 0.268 0.866 -0.478 0.667
H -33.024 12.495 18.450 0.106 -0.088 0.153 -0.051
H -32.220 10.911 18.454 0.404 0.160 1.326 0.483
H -31.826 14.045 21.770 -0.643 0.245 -0.086 0.678
H -32.925 13.366 20.461 -0.152 0.009 0.649 -0.625
H -32.914 15.935 20.458 -0.297 -0.216 0.300 0.659
H -32.510 15.245 18.927 0.482 -0.197 -0.145 -0.118
H -30.467 16.091 21.969 0.208 0.378 0.477 0.271
H -31.357 17.551 21.434 -0.424 -0.160 -0.079 0.323
H -29.711 17.368 20.932 0.107 -0.314 0.118 0.256
C -38.236 10.407 23.689 0.818 -0.171 0.632 -1.043
C -37.964 9.565 24.941 1.546 -0.938 -0.991 -0.711
N -36.471 8.968 24.988 -0.692 0.475 0.206 0.586
C -36.171 8.053 23.785 0.447 -0.062 0.601 -1.104
C -35.491 10.179 25.112 0.606 -1.081 -0.146 -0.153
C -33.954 9.794 25.039 -1.000 -0.734 -0.338 -0.969
C -36.299 8.123 26.299 -0.312 0.298 -0.798 -0.621
C -37.501 7.264 26.722 -0.127 -0.947 -1.457 -1.040
O -38.001 6.527 25.584 -0.442 0.001 -0.026 -0.194
C -38.939 5.470 25.910 0.309 0.565 0.843 -0.876
H -37.589 11.284 23.669 -0.269 0.133 0.027 0.243
H -39.285 10.703 23.712 0.044 0.005 -0.131 0.538
H -38.005 9.843 22.786 -0.255 -0.022 0.036 -0.043
H -38.578 8.668 24.859 -0.017 0.085 0.510 0.420
H -38.092 10.108 25.877 -0.063 -0.120 -0.070 0.486
H -35.914 8.516 22.832 -0.504 0.864 0.368 0.076
H -36.997 7.351 23.674 0.207 0.112 0.211 0.385
H -35.242 7.541 24.035 -0.135 -0.433 0.163 0.403
H -35.826 10.602 26.059 0.384 0.344 -0.072 0.540
H -35.766 10.828 24.281 0.327 0.030 0.135 -0.050
H -33.768 9.376 24.049 0.042 0.187 -0.041 0.034
H -33.614 9.002 25.707 -0.484 -0.058 0.291 0.334
H -33.221 10.587 25.191 -0.654 0.522 -0.034 0.424
H -36.134 8.820 27.120 0.108 0.154 -0.136 0.369
H -35.371 7.585 26.106 -0.263 -0.341 0.245 0.601
H -38.290 7.877 27.159 -0.149 0.118 -0.019 0.375
H -37.188 6.539 27.473 0.297 0.154 0.233 0.578
H -39.788 5.863 26.469 0.056 0.219 0.349 0.320
H -38.410 4.736 26.517 -0.143 -0.182 -0.003 0.328
H -39.416 4.979 25.062 0.779 0.342 -0.488 0.275
B -34.696 10.839 21.356 2.068 0.148 1.355 0.089
F -35.933 10.322 21.419 -1.865 -0.738 -0.244 0.523
F -34.343 11.213 20.070 0.075 0.267 -1.444 -0.157
F -34.574 11.958 22.178 -0.390 1.201 0.401 -0.364
F -33.735 9.943 21.836 0.130 -0.636 -0.311 -0.385
C -32.180 7.058 22.095 0.254 0.562 -0.977 0.005
C -32.652 6.078 23.118 -2.219 -0.585 1.499 0.468
O -33.302 5.107 22.683 0.122 -0.570 -0.818 -0.724
O -32.569 6.366 24.341 0.620 0.752 -0.029 -0.753
H -32.035 8.044 22.535 0.636 -0.061 -0.114 -0.086
H -32.933 7.172 21.316 -0.385 -0.023 0.070 -0.366
H -31.352 6.616 21.539 0.545 0.391 0.261 0.537
C -39.363 9.918 20.194 0.447 0.721 0.491 -0.054
C -40.388 9.589 19.116 -0.727 -0.380 -0.551 0.049
O -40.005 8.992 18.076 0.727 0.368 0.412 -0.669
O -41.557 9.913 19.391 -0.471 0.630 0.166 -0.772
H -38.422 10.254 19.759 0.452 -0.615 0.024 -0.472
H -39.274 9.102 20.911 0.384 -0.238 -0.322 0.856
H -39.630 10.748 20.847 -0.608 0.269 -0.133 0.114